Density functional theory data (ωB97M-V/def2-TZVPD) for C30H42CoN4O5 as an isolated structure.

```
82
Properties=species:S:1:pos:R:3:lowdin_spin:R:1
Co 1.110 -0.690 -0.032 0.966
C -1.985 0.848 -5.840 0.000
C -1.719 0.294 -4.468 0.000
C -2.628 0.379 -3.454 0.001
C -2.380 -0.197 -2.173 0.003
C -3.279 -0.302 -1.094 0.003
N -4.289 0.475 -0.759 0.002
C -4.521 1.840 -1.242 0.000
C -3.352 2.786 -0.971 0.000
C -2.900 2.979 0.477 0.000
N -2.149 1.866 1.068 0.000
C -2.432 1.333 2.228 0.000
C -1.761 0.259 2.839 -0.001
C -2.349 -0.262 4.023 -0.001
C -1.890 -1.396 4.634 0.000
C -2.494 -1.966 5.886 0.000
C -0.824 -2.046 3.984 0.000
C -0.212 -1.584 2.835 0.000
C 0.842 -2.408 2.276 -0.002
N 1.407 -2.261 1.144 0.001
C 2.517 -3.193 0.874 0.003
C 2.552 -3.686 -0.558 0.000
C 2.862 -2.573 -1.541 0.000
N 1.711 -1.669 -1.616 -0.010
C 1.124 -1.564 -2.746 -0.004
C -0.154 -0.877 -2.980 0.000
C -0.486 -0.371 -4.204 -0.001
C -1.103 -0.802 -1.899 0.004
O -0.796 -1.172 -0.738 0.022
C -0.606 -0.348 2.258 -0.001
O 0.020 0.219 1.299 -0.011
H -2.987 1.267 -5.906 0.000
H -1.274 1.635 -6.094 0.000
H -1.897 0.071 -6.600 0.000
H -3.580 0.845 -3.663 0.000
H -3.079 -1.114 -0.401 0.000
H -4.823 0.185 0.047 0.000
H -4.724 1.819 -2.309 0.000
H -5.433 2.195 -0.764 0.000
H -2.503 2.523 -1.607 0.000
H -3.679 3.773 -1.307 0.000
H -2.271 3.869 0.525 0.000
H -3.759 3.159 1.127 0.000
H -1.299 1.510 0.627 0.000
H -3.312 1.731 2.726 0.000
H -3.205 0.260 4.437 0.000
H -3.191 -1.264 6.340 0.000
H -3.035 -2.890 5.679 0.000
H -1.724 -2.194 6.622 0.000
H -0.457 -2.975 4.408 0.000
H 1.149 -3.246 2.905 0.000
H 3.443 -2.660 1.104 0.000
H 2.447 -4.040 1.561 0.000
H 3.327 -4.450 -0.638 0.000
H 1.604 -4.162 -0.818 0.000
H 3.720 -1.993 -1.199 0.000
H 3.087 -2.977 -2.531 0.000
H 1.571 -2.066 -3.606 -0.001
H 0.224 -0.467 -5.020 0.000
C 0.155 2.187 -1.316 0.000
O 1.196 1.221 -1.277 0.005
C 2.425 1.857 -1.684 0.001
C 3.550 0.845 -1.741 0.001
O 3.633 0.163 -0.507 0.013
C 4.424 0.856 0.457 0.000
C 4.392 0.086 1.750 0.000
O 3.069 0.037 2.265 0.005
C 2.877 0.922 3.356 0.000
H 0.182 2.742 -2.257 0.000
H 0.252 2.892 -0.483 0.000
H -0.787 1.651 -1.267 0.000
H 2.642 2.665 -0.978 0.000
H 2.267 2.310 -2.667 0.000
H 4.500 1.322 -1.994 0.000
H 3.333 0.095 -2.504 0.000
H 4.019 1.860 0.628 0.000
H 5.447 0.953 0.081 0.000
H 5.071 0.564 2.462 0.000
H 4.742 -0.938 1.599 0.000
H 3.514 0.649 4.201 0.000
H 1.836 0.848 3.654 0.000
H 3.088 1.958 3.070 0.000
```

Summary:
- Spin multiplicity: 2
- Total charge: +2
- E_tot: -3145.86589 Ha
- E_HOMO (spin up / spin down): -13.0846 / -13.0936 eV
- Orbital gap (spin up / spin down): 7.19 / 7.19 eV
- LUMO (spin up / spin down): -5.894 / -5.900 eV

***

Density functional theory data (ωB97M-V/def2-TZVPD) for one molecule with the formula C4H8N2.

```
14
Properties=species:S:1:pos:R:3:nbo_charge:R:1
C -1.813 -0.118 -0.426 -0.615
C -0.554 0.497 0.156 -0.046
C 0.872 0.320 -0.778 -0.250
N 1.742 -0.202 0.236 -0.633
C 1.041 -0.422 1.389 0.269
N -0.186 -0.080 1.405 -0.497
H -2.670 0.129 0.205 0.220
H -1.720 -1.204 -0.473 0.209
H -2.004 0.284 -1.423 0.206
H -0.659 1.583 0.246 0.186
H 1.166 1.313 -1.106 0.189
H 0.753 -0.363 -1.621 0.184
H 2.515 -0.797 -0.018 0.393
H 1.516 -0.939 2.209 0.187
```

Summary:
- Total charge: 0
- E_tot: -266.70417 Ha
- E_HOMO: -8.5872 eV
- Orbital gap: 9.64 eV
- LUMO: 1.055 eV

***

Density functional theory data (ωB97M-V/def2-TZVPD) for C5H9O7PS as an isolated structure.

```
23
Properties=species:S:1:pos:R:3:nbo_charge:R:1
C -2.449 -3.278 -1.165 -0.274
C -1.665 -2.577 -0.306 -0.301
C 3.405 1.593 0.276 -0.105
C 2.160 1.427 1.252 -0.109
C -2.091 -1.402 0.448 0.457
O -0.036 -0.592 -1.183 -1.056
O -3.476 1.896 -0.654 -0.858
O -1.581 1.557 0.889 -0.948
O 2.916 1.807 -1.052 -0.264
O 1.359 0.341 0.787 -0.790
O 2.129 0.696 -1.552 -0.540
O -2.955 -0.636 0.076 -0.582
P 0.743 0.571 -0.678 2.174
S -3.056 1.447 0.659 1.694
H -2.316 -4.282 -1.526 0.212
H -3.344 -2.759 -1.590 0.209
H -0.678 -3.055 0.118 0.224
H 3.819 2.492 0.493 0.201
H 4.093 0.795 0.305 0.189
H 2.574 1.032 2.279 0.204
H 1.638 2.345 1.442 0.203
H 0.422 1.869 -0.799 -0.094
H -1.610 -1.286 1.483 0.155
```

Summary:
- Total charge: 0
- E_tot: -1462.02524 Ha
- E_HOMO: -10.3486 eV
- Orbital gap: 9.96 eV
- LUMO: -0.390 eV